{"formula": "C46H128N10O13", "method": "ωB97M-V with the def2-TZVPD basis set", "species": ["C", "C", "C", "O", "C", "N", "H", "H", "H", "H", "H", "H", "H", "H", "H", "H", "H", "C", "C", "C", "O", "C", "N", "H", "H", "H", "H", "H", "H", "H", "H", "H", "H", "H", "C", "C", "C", "O", "C", "N", "H", "H", "H", "H", "H", "H", "H", "H", "H", "H", "H", "C", "C", "C", "O", "C", "N", "H", "H", "H", "H", "H", "H", "H", "H", "H", "H", "H", "C", "C", "C", "O", "C", "N", "H", "H", "H", "H", "H", "H", "H", "H", "H", "H", "H", "C", "C", "C", "O", "C", "N", "H", "H", "H", "H", "H", "H", "H", "H", "H", "H", "H", "C", "C", "C", "O", "C", "N", "H", "H", "H", "H", "H", "H", "H", "H", "H", "H", "H", "C", "C", "C", "O", "C", "N", "H", "H", "H", "H", "H", "H", "H", "H", "H", "H", "H", "C", "C", "C", "O", "C", "N", "H", "H", "H", "H", "H", "H", "H", "H", "H", "H", "H", "C", "C", "C", "O", "C", "N", "H", "H", "H", "H", "H", "H", "H", "H", "H", "H", "H", "C", "C", "O", "H", "H", "H", "H", "H", "H", "C", "C", "O", "H", "H", "H", "H", "H", "H", "C", "C", "O", "H", "H", "H", "H", "H", "H"], "positions_angstrom": [[1.358, -2.019, -4.324], [0.701, -1.890, -5.707], [1.720, -1.362, -6.807], [1.040, -1.268, -8.022], [0.308, -0.038, -8.013], [0.336, -3.223, -6.122], [2.170, -2.742, -4.396], [0.706, -2.308, -3.499], [1.947, -1.124, -4.122], [-0.195, -1.271, -5.757], [2.571, -2.025, -6.962], [2.309, -0.474, -6.578], [0.127, 0.486, -7.074], [-0.460, 0.059, -8.780], [1.050, 0.646, -8.426], [1.280, -3.576, -6.181], [0.024, -3.327, -7.077], [-5.795, 1.907, 0.660], [-5.131, 1.289, -0.602], [-4.070, 2.292, -1.169], [-3.462, 2.091, -2.460], [-2.244, 1.451, -2.366], [-4.678, 0.008, -0.211], [-6.588, 1.308, 1.107], [-6.284, 2.840, 0.383], [-5.078, 2.117, 1.454], [-5.904, 1.274, -1.370], [-3.244, 2.371, -0.462], [-4.484, 3.293, -1.286], [-1.754, 1.293, -3.326], [-2.342, 0.417, -2.037], [-1.453, 1.876, -1.749], [-5.395, -0.672, -0.001], [-4.118, -0.294, -0.996], [0.888, -3.932, 3.370], [0.930, -3.610, 4.851], [-0.412, -3.821, 5.650], [-0.836, -5.191, 5.670], [-2.114, -5.358, 6.193], [1.961, -4.514, 5.468], [1.859, -3.909, 2.876], [0.195, -3.354, 2.758], [0.586, -4.961, 3.172], [1.102, -2.535, 4.905], [-1.232, -3.169, 5.349], [-0.250, -3.643, 6.713], [-2.414, -6.405, 6.150], [-2.753, -4.613, 5.719], [-2.082, -5.112, 7.254], [1.909, -4.467, 6.476], [1.602, -5.355, 5.040], [-2.577, -4.408, -3.445], [-2.333, -5.054, -4.795], [-3.153, -6.354, -4.995], [-2.517, -7.370, -4.144], [-2.908, -8.688, -4.297], [-2.559, -4.095, -5.854], [-2.486, -5.222, -2.727], [-3.602, -4.058, -3.318], [-1.929, -3.584, -3.145], [-1.272, -5.298, -4.852], [-3.199, -6.687, -6.031], [-4.209, -6.276, -4.733], [-3.974, -8.800, -4.103], [-2.388, -9.260, -3.528], [-2.548, -8.968, -5.287], [-1.783, -3.468, -6.013], [-2.699, -4.640, -6.693], [4.129, -1.920, -2.485], [5.547, -1.715, -1.837], [5.668, -1.606, -0.293], [5.032, -0.405, 0.229], [4.678, -0.398, 1.612], [6.246, -2.919, -2.308], [3.639, -2.868, -2.260], [4.214, -1.804, -3.565], [3.472, -1.089, -2.229], [6.001, -0.826, -2.274], [6.710, -1.381, -0.065], [5.384, -2.436, 0.354], [4.152, -1.298, 1.929], [3.897, 0.346, 1.771], [5.445, -0.254, 2.373], [5.760, -3.574, -1.711], [7.186, -2.817, -1.954], [0.836, -5.628, -2.462], [1.657, -6.100, -1.228], [0.833, -6.701, -0.074], [-0.067, -5.648, 0.336], [-1.178, -6.070, 1.034], [2.697, -6.987, -1.718], [0.155, -6.383, -2.854], [1.307, -5.155, -3.323], [0.061, -4.939, -2.125], [1.996, -5.155, -0.803], [1.460, -7.173, 0.683], [0.286, -7.507, -0.563], [-1.772, -5.247, 1.430], [-1.022, -6.771, 1.855], [-1.822, -6.619, 0.347], [2.693, -7.125, -2.719], [2.394, -7.931, -1.526], [-1.207, 1.224, 2.052], [0.135, 0.978, 1.155], [0.002, -0.078, 0.041], [-0.302, -1.347, 0.625], [-0.422, -2.349, -0.291], [0.537, 2.319, 0.698], [-1.046, 2.117, 2.655], [-1.638, 0.377, 2.584], [-2.005, 1.672, 1.460], [0.951, 0.662, 1.806], [0.850, 0.023, -0.635], [-0.828, 0.258, -0.581], [-1.405, -2.538, -0.721], [-0.204, -3.241, 0.295], [0.155, -2.304, -1.215], [1.402, 2.330, 0.177], [0.632, 2.975, 1.461], [4.337, 2.941, 2.784], [3.597, 4.045, 1.995], [4.491, 5.376, 1.711], [3.612, 6.523, 1.767], [4.304, 7.735, 1.612], [3.230, 3.429, 0.710], [4.731, 3.476, 3.648], [5.137, 2.438, 2.241], [3.611, 2.189, 3.095], [2.650, 4.454, 2.346], [4.941, 5.248, 0.726], [5.301, 5.346, 2.439], [5.126, 7.895, 2.311], [3.648, 8.601, 1.702], [4.836, 7.793, 0.663], [3.085, 4.133, 0.000], [4.092, 3.116, 0.287], [-3.421, -2.393, 2.615], [-4.422, -1.829, 3.587], [-3.954, -0.796, 4.653], [-2.927, -1.274, 5.438], [-2.464, -0.356, 6.452], [-5.511, -1.257, 2.855], [-3.852, -3.266, 2.125], [-2.475, -2.630, 3.103], [-3.107, -1.725, 1.813], [-4.735, -2.682, 4.189], [-4.863, -0.541, 5.198], [-3.702, 0.126, 4.127], [-3.335, -0.144, 7.072], [-1.984, 0.540, 6.059], [-1.677, -0.822, 7.045], [-5.207, -0.338, 2.567], [-5.516, -1.700, 1.947], [1.422, 8.736, -0.415], [0.800, 7.343, -0.181], [-0.255, 7.154, -1.285], [-1.242, 8.193, -1.005], [-2.174, 8.518, -1.949], [1.736, 6.257, -0.098], [0.767, 9.360, -1.023], [2.417, 8.736, -0.861], [1.720, 9.310, 0.462], [0.290, 7.352, 0.783], [-0.756, 6.187, -1.238], [0.100, 7.256, -2.311], [-1.704, 8.904, -2.853], [-2.883, 9.166, -1.434], [-2.694, 7.568, -2.077], [1.275, 5.373, 0.067], [2.257, 6.360, 0.761], [0.788, 3.526, -2.615], [1.664, 4.646, -3.103], [2.576, 4.672, -2.103], [0.298, 3.177, -3.524], [0.054, 4.028, -1.985], [1.196, 2.607, -2.193], [1.120, 5.583, -3.220], [2.070, 4.292, -4.051], [2.373, 5.464, -1.599], [-2.508, 5.300, 3.057], [-2.082, 5.762, 1.631], [-2.254, 7.129, 1.542], [-3.570, 5.538, 3.103], [-2.067, 5.746, 3.949], [-2.318, 4.227, 3.060], [-2.473, 5.124, 0.839], [-1.022, 5.510, 1.592], [-1.749, 7.512, 0.820], [1.051, 1.609, 4.593], [0.969, 2.840, 5.530], [-0.099, 3.654, 5.160], [1.922, 1.026, 4.894], [1.273, 1.914, 3.570], [0.090, 1.097, 4.628], [1.945, 3.320, 5.459], [0.997, 2.599, 6.592], [0.049, 4.473, 5.640]], "de_lowest_kj_mol": 414.4, "e_tot_ev": -91275.3108, "homo_ev": [-10.0, -10.0], "orbital_gap_ev": [7.35, 1.94], "spin_multiplicity": 2, "lumo_energy_ev": [-2.64, -8.05], "charge": 1}